This record from OMol25 describes a molecular structure, C9H10CuN2O4. The level of theory is ωB97M-V/def2-TZVPD.

As for the spin multiplicity: 2. Its HOMO energy (spin up / spin down) is -0.5864 / -0.5844 Eh. As for the net charge: +2. The calculation puts the relative energy (zero: lowest compared OMol25 entry of this formula, charge and spin) at 0.0 kcal/mol. The HOMO-LUMO gap (spin up / spin down) is 7.59 / 3.13 eV. As for the lowest unoccupied orbital energy (spin up / spin down): -8.36 / -12.78 eV.

Geometry (Å):
Cu -0.149 1.626 -0.045
C -0.561 3.056 1.161
O -0.540 3.243 2.285
C -0.160 2.845 -2.714
O -0.520 3.916 -2.538
C -2.151 0.990 -1.351
O -3.209 0.993 -0.963
C 1.338 0.990 -1.247
O 2.503 1.106 -1.056
C -0.312 -1.425 -3.755
H 0.628 -1.713 -3.332
H -1.178 -1.864 -3.300
C -0.395 -0.275 -4.404
H -1.329 0.223 -4.580
H 0.478 0.334 -4.518
C 1.427 -0.434 3.262
N 0.490 -1.201 2.452
C -0.225 -2.311 3.095
C 0.192 -0.915 1.217
N -0.087 -0.634 0.107
H 2.138 -1.122 3.687
H 0.888 0.048 4.060
H 1.930 0.296 2.658
H -1.321 -2.160 3.084
H -0.001 -3.277 2.606
H 0.126 -2.336 4.131

Forces on atoms 1 to 2 (eV/Å):
Cu -0.7329 -0.7435 -0.6180
C 0.3967 -0.2615 3.2396